Entry 1:
{"formula": "C4H10N2O", "method": "ωB97M-V/def2-TZVPD", "lumo_energy_ev": [0.614, 0.614], "charge": 0, "orbital_gap_ev": [6.74, 6.74], "multiplicity": 1, "species": ["C", "C", "C", "N", "C", "O", "N", "H", "H", "H", "H", "H", "H", "H", "H", "H", "H"], "coordinates": [[-0.3578, 0.0213, -1.4229], [1.5494, -0.7714, -0.1506], [0.4658, 1.5251, 0.3301], [0.1975, -0.1622, -0.0778], [-0.7706, -1.0942, 0.5925], [-1.5212, 0.0402, -1.7548], [-2.0666, -0.6405, 0.8299], [-2.5659, -0.4510, -0.1028], [0.4260, 0.3963, -2.1020], [-2.2166, 0.0582, 1.5542], [-0.2649, -1.5560, 1.4378], [2.1980, -0.1727, -0.7906], [1.9426, -0.8190, 0.8617], [1.4802, -1.7890, -0.5278], [-0.5312, 1.9367, 0.4410], [0.9700, 1.4131, 1.2840], [1.0653, 2.0653, -0.4021]], "forces_ev_per_angstrom": [[-1.09, 1.31, -0.75], [-0.09, 0.03, 0.04], [-0.24, -1.43, 0.33], [-1.00, 0.73, -0.72], [0.87, -0.68, 0.34], [2.03, -0.28, 0.53], [-1.08, 0.46, -1.96], [0.77, -0.23, 2.57], [0.14, -0.42, -0.25], [-0.12, 0.07, -0.28], [0.00, 0.28, 0.19], [-0.03, 0.02, 0.10], [0.04, 0.16, -0.02], [-0.20, 0.06, -0.06], [-0.01, -0.01, -0.02], [0.04, 0.17, 0.02], [-0.05, -0.23, -0.06]]}

***

Entry 2:
{"formula": "C4H10N2O", "method": "ωB97M-V/def2-TZVPD", "lumo_energy_ev": -3.816, "charge": 0, "orbital_gap_ev": 3.95, "multiplicity": 1, "species": ["O", "C", "N", "C", "C", "C", "N", "H", "H", "H", "H", "H", "H", "H", "H", "H", "H"], "coordinates": [[1.2201, -0.0317, -2.1231], [0.1901, -0.7937, -2.2383], [0.0122, -1.9172, -1.1169], [0.0732, -1.2457, 0.1749], [-1.2310, 1.8022, 1.3388], [0.0956, 1.5218, 1.8781], [1.2587, 1.2696, 1.3653], [0.1749, -1.4194, -3.1266], [-0.7479, -0.2632, -2.0990], [0.8194, -0.4225, 0.2176], [-0.8233, -0.7029, 0.1441], [-1.4043, 2.0463, 0.3617], [0.2999, -2.0431, 0.9207], [-0.1239, 1.2923, 2.9091], [-2.0699, 1.9279, 2.0221], [0.7295, -2.7235, -1.0882], [1.5266, 1.7028, 0.4596]], "forces_ev_per_angstrom": [[0.92, 0.01, 0.82], [-0.38, -0.71, -0.80], [2.69, 0.09, 1.87], [1.01, -2.90, -1.59], [2.85, -0.02, 2.17], [-3.94, -0.11, -0.48], [0.99, 0.43, -0.62], [-0.25, -0.15, -0.60], [-0.79, 0.16, -0.01], [0.52, 0.15, 0.30], [-1.96, 1.09, 1.18], [-0.35, 0.33, -2.62], [-0.57, 1.18, 0.01], [1.04, -0.41, 0.69], [0.33, -0.28, -0.01], [-1.21, 1.71, -0.61], [-0.91, -0.60, 0.29]]}

***

Entry 3:
{"formula": "C4H10N2O", "method": "ωB97M-V/def2-TZVPD", "lumo_energy_ev": 0.822, "charge": 0, "smiles": "CNC=O.C=NC", "orbital_gap_ev": 10.21, "multiplicity": 1, "species": ["C", "N", "C", "O", "H", "H", "H", "H", "H", "C", "N", "C", "H", "H", "H", "H", "H"], "coordinates": [[-1.9504, -1.5534, 0.4312], [-0.9855, -0.5943, 0.9562], [-1.3382, 0.4534, 1.8181], [-2.4825, 0.6418, 2.2595], [-2.5961, -1.9022, 1.2558], [-1.4571, -2.4372, -0.0124], [-2.6935, -1.0475, -0.2347], [-0.0969, -0.5101, 0.5046], [-0.4389, 1.0498, 2.1162], [2.8463, 0.1986, -0.6722], [1.5667, 0.0552, -0.7120], [0.8631, 1.0797, -1.4687], [3.3837, -0.4594, -0.0261], [3.4257, 0.9932, -1.2218], [0.4242, 0.6433, -2.3613], [1.5033, 1.9391, -1.7583], [0.0261, 1.4499, -0.8741]], "forces_ev_per_angstrom": [[-1.09, 0.46, 0.46], [-0.89, 1.20, 1.19], [-1.29, -1.41, -0.29], [2.25, -0.29, -0.83], [0.47, 0.02, -0.13], [-0.19, 0.74, 0.03], [0.80, -0.54, -0.01], [0.57, -0.14, -0.16], [-0.59, -0.13, -0.22], [-1.58, 0.42, -0.32], [1.97, 0.97, -0.11], [-0.03, 0.35, -0.23], [0.52, -0.52, 0.16], [-0.71, -0.63, 0.49], [-0.03, -0.10, -0.16], [-0.25, -0.44, 0.11], [0.07, 0.03, 0.03]]}

***

Entry 4:
{"formula": "C4H10N2O", "method": "ωB97M-V/def2-TZVPD", "lumo_energy_ev": 0.800, "charge": 0, "smiles": "NC[C@H](N)CC=O", "orbital_gap_ev": 10.37, "multiplicity": 1, "species": ["N", "C", "C", "N", "C", "C", "O", "H", "H", "H", "H", "H", "H", "H", "H", "H", "H"], "coordinates": [[2.1013, 1.3594, 1.1595], [1.3401, 0.7221, -0.0280], [-0.0928, 0.2330, 0.2031], [-0.0472, -0.7558, 1.2593], [-0.7133, -0.1999, -1.1187], [-1.8280, -1.2527, -1.0133], [-2.5583, -1.3034, -0.0297], [2.1101, 2.2590, 0.8585], [1.2638, 1.3561, 1.9074], [1.4855, 1.2053, -1.0231], [1.9237, -0.2229, -0.2017], [-0.7948, 1.1351, 0.4124], [-0.6203, -1.6648, 1.0406], [-0.7058, -0.4363, 1.9678], [-1.0671, 0.5428, -1.9488], [0.0602, -0.9308, -1.6656], [-1.8570, -2.0461, -1.7796]], "forces_ev_per_angstrom": [[-4.61, -3.43, 1.12], [2.06, -1.86, -0.40], [-1.32, 2.85, -0.83], [-2.41, -2.30, 0.51], [0.80, -3.23, -3.26], [-0.53, 0.91, 2.33], [0.54, -0.21, -1.60], [0.43, 3.81, -0.54], [2.76, 0.11, -1.62], [-0.30, 0.54, 0.98], [-0.65, 0.44, 0.10], [1.26, -1.15, 0.65], [1.78, 2.13, -0.09], [0.40, 0.22, 0.31], [0.97, -0.84, 1.82], [-0.98, 1.80, 0.71], [-0.21, 0.22, -0.19]]}

***

Entry 5:
{"formula": "C4H10N2O", "method": "ωB97M-V/def2-TZVPD", "lumo_energy_ev": 0.782, "charge": 0, "orbital_gap_ev": 7.58, "multiplicity": 1, "species": ["C", "C", "C", "C", "N", "N", "O", "H", "H", "H", "H", "H", "H", "H", "H", "H", "H"], "coordinates": [[-0.4766, 0.9882, 1.2437], [0.1642, -0.4401, -2.0249], [0.4227, 0.2525, 0.3933], [-0.3442, -0.3976, -0.5997], [1.7896, 0.4315, 0.3836], [-1.0326, -1.6213, -0.2585], [-0.1398, 0.9751, 2.6200], [-0.5890, 1.7000, 3.0675], [2.3460, -0.3616, 0.0996], [2.1594, 0.9508, 1.1661], [-1.7394, -1.9118, -0.9245], [-1.3094, -1.6421, 0.7165], [-0.7165, 1.9960, 0.8949], [-1.3981, 0.4529, 0.4016], [0.6083, 0.5134, -2.3094], [0.9147, -1.2254, -2.1620], [-0.6593, -0.6604, -2.7077]], "forces_ev_per_angstrom": [[-1.29, -0.91, -1.04], [0.12, -0.17, 0.18], [-0.39, 0.16, -0.57], [1.61, -0.76, -0.48], [-0.13, 0.02, -0.34], [0.31, 0.54, -0.10], [-0.41, -0.02, -0.03], [0.02, -0.05, -0.05], [-0.01, 0.10, 0.16], [0.01, -0.03, -0.14], [-0.19, 0.31, 0.36], [-0.26, -0.15, -0.22], [0.33, 0.07, 0.04], [0.32, 0.94, 2.28], [-0.03, -0.01, 0.02], [-0.02, -0.05, -0.07], [0.00, 0.01, 0.00]]}

***

Entry 6:
{"formula": "C4H10N2O", "method": "ωB97M-V/def2-TZVPD", "lumo_energy_ev": 0.911, "charge": 0, "smiles": "CNC(=O)[C@H](C)N", "orbital_gap_ev": 9.74, "multiplicity": 1, "species": ["C", "N", "C", "O", "C", "C", "N", "H", "H", "H", "H", "H", "H", "H", "H", "H", "H"], "coordinates": [[0.7229, -2.1030, -0.7818], [0.1867, -1.5837, 0.4551], [-0.6479, -0.4959, 0.6141], [-1.5419, -0.4826, 1.4290], [-0.3194, 0.7576, -0.1885], [0.6457, 1.5789, 0.7133], [-1.4907, 1.4915, -0.5658], [1.5817, -2.7284, -0.5542], [1.0509, -1.2924, -1.4340], [-0.0173, -2.6850, -1.3327], [0.4377, -2.0917, 1.2901], [0.2374, 0.5077, -1.0892], [0.0853, 1.9438, 1.5742], [1.4575, 0.9535, 1.0916], [1.0863, 2.3521, 0.0919], [-1.9788, 1.9800, 0.1665], [-1.4961, 1.8977, -1.4798]], "forces_ev_per_angstrom": [[0.05, 0.47, -0.14], [0.50, 0.04, 0.41], [-0.25, -0.19, -0.38], [0.19, 0.13, 0.45], [0.42, 0.29, 0.23], [-0.11, -0.74, -0.29], [-0.27, -0.54, -0.04], [0.03, -0.05, -0.09], [0.12, -0.12, -0.03], [0.01, -0.13, 0.01], [-0.66, -0.10, -0.07], [-0.13, -0.09, -0.09], [0.09, 0.31, -0.13], [0.01, -0.02, -0.02], [-0.09, 0.40, 0.27], [0.09, 0.05, -0.17], [0.01, 0.30, 0.09]]}

***

Entry 7:
{"formula": "C4H10N2O", "method": "ωB97M-V/def2-TZVPD", "lumo_energy_ev": 0.802, "charge": 0, "smiles": "CC(=O)NCCN", "orbital_gap_ev": 10.20, "multiplicity": 1, "species": ["C", "C", "O", "N", "C", "C", "N", "H", "H", "H", "H", "H", "H", "H", "H", "H", "H"], "coordinates": [[-2.3391, -0.3188, 0.9956], [-1.7217, 0.1913, -0.3518], [-2.3996, 0.7465, -1.1932], [-0.3981, -0.0065, -0.4792], [0.5774, -0.5308, 0.4662], [2.0086, -0.0766, -0.1237], [1.9753, 0.5603, -1.4433], [-2.1270, -1.3934, 1.0757], [-1.9792, 0.2761, 1.8433], [-3.3750, -0.0452, 0.8646], [-0.1772, -0.1812, -1.4565], [0.2922, -0.0479, 1.3920], [0.4565, -1.5950, 0.7022], [2.1474, 0.7601, 0.5927], [2.8374, -0.7773, -0.0465], [2.8454, 1.0711, -1.5775], [1.3769, 1.3673, -1.2607]], "forces_ev_per_angstrom": [[0.43, 1.04, -1.37], [-1.12, 0.00, 2.20], [0.15, -0.40, -0.17], [0.69, -0.92, -1.64], [-0.26, -0.10, -1.24], [-0.75, 1.52, 2.28], [-0.55, 0.55, 0.05], [-0.29, 0.37, 0.33], [0.24, -0.41, -0.07], [-0.47, -0.54, 0.26], [0.35, 0.49, 0.14], [0.80, 0.30, 0.40], [0.26, -0.15, -0.58], [0.95, -0.60, 0.00], [-0.41, -0.28, 0.09], [0.37, -0.66, -0.05], [-0.41, -0.23, -0.62]]}

***

Entry 8:
{"formula": "C4H10N2O", "method": "ωB97M-V/def2-TZVPD", "lumo_energy_ev": 0.880, "charge": 0, "smiles": "CCNC(=O)CN", "orbital_gap_ev": 9.75, "multiplicity": 1, "species": ["C", "C", "N", "C", "O", "C", "N", "H", "H", "H", "H", "H", "H", "H", "H", "H", "H"], "coordinates": [[0.0803, 2.4818, 0.8578], [-0.3343, 1.1348, 1.4276], [-0.6745, 0.2336, 0.3139], [-0.1060, -1.0078, 0.1068], [0.1768, -1.7697, 0.9955], [0.1433, -1.3085, -1.3857], [0.5339, -2.6568, -1.6618], [0.7764, 2.2747, 0.0450], [-0.7541, 2.9930, 0.3732], [0.4538, 3.1299, 1.6488], [-1.1939, 1.1393, 2.1080], [0.3804, 0.6544, 2.1004], [-1.2887, 0.6424, -0.3544], [-0.6995, -0.9709, -1.9924], [1.0271, -0.7045, -1.5899], [-0.0276, -3.4061, -1.3005], [1.5066, -2.8596, -1.6923]], "forces_ev_per_angstrom": [[-0.37, -0.36, 0.13], [-1.10, -1.08, 0.40], [0.82, 0.02, 0.92], [-1.09, 0.40, -0.68], [0.63, 0.04, 0.34], [0.66, -0.60, 0.98], [-0.77, -0.10, -0.88], [0.48, 0.32, 0.32], [-0.19, -0.05, 0.18], [0.31, 0.07, -0.24], [-0.19, 0.74, -0.18], [0.56, 0.03, -0.67], [0.05, 0.02, -0.74], [0.02, 0.10, -0.05], [-0.20, 0.37, -0.37], [0.03, 0.09, 0.26], [0.36, -0.02, 0.30]]}

***

Entry 9:
{"formula": "C4H10N2O", "method": "ωB97M-V/def2-TZVPD", "lumo_energy_ev": [-3.579, -8.972], "charge": 1, "orbital_gap_ev": [10.21, 4.71], "multiplicity": 2, "species": ["O", "C", "N", "C", "C", "C", "N", "H", "H", "H", "H", "H", "H", "H", "H", "H", "H"], "coordinates": [[-1.0280, 1.3652, -2.5822], [-0.1510, 0.7020, -2.0902], [-0.4218, 0.0010, -0.9216], [0.5526, -0.8355, -0.2669], [1.3694, -0.3415, 0.9006], [0.3337, 0.1608, 2.0755], [-0.7220, -0.7111, 2.3858], [0.8366, 0.5678, -2.5355], [-1.3112, 0.0497, -0.4730], [0.0292, -1.7664, 0.0095], [1.2953, -1.1370, -1.0204], [2.0837, 0.4203, 0.5966], [1.8511, -1.1466, 1.4552], [-0.1614, 1.0429, 1.6191], [0.8801, 0.4322, 2.9727], [-1.0742, -1.3688, 1.6890], [-0.5851, -1.1712, 3.2809]], "forces_ev_per_angstrom": [[0.68, 0.04, -0.16], [-2.14, 0.34, 0.15], [2.06, -0.15, 0.77], [0.04, -1.26, -0.96], [-1.38, -0.03, 0.96], [-0.32, 0.76, -0.57], [2.04, -1.13, 0.14], [0.31, -0.15, 0.19], [-0.72, 0.45, -0.48], [0.26, 0.05, 0.01], [-0.17, -0.04, 0.05], [-0.18, 0.33, 0.51], [0.42, -0.16, -0.53], [0.33, 0.22, -0.27], [-0.13, 0.13, 0.03], [-0.47, 0.57, -0.12], [-0.64, 0.05, 0.29]]}

***

Entry 10:
{"formula": "C4H10N2O2", "method": "ωB97M-V/def2-TZVPD", "lumo_energy_ev": 0.697, "charge": 0, "smiles": "CNCC(O)O.C#N", "orbital_gap_ev": 9.67, "multiplicity": 1, "species": ["C", "N", "C", "C", "O", "O", "H", "H", "H", "H", "H", "H", "H", "H", "H", "C", "N", "H"], "coordinates": [[0.9161, -0.9658, 1.1965], [-0.3361, -0.4853, 0.6355], [-0.2186, 0.6578, -0.2411], [0.4485, 0.3972, -1.6062], [1.8225, 0.1512, -1.5251], [0.1848, 1.5175, -2.4039], [1.3791, -0.1552, 1.7613], [0.6906, -1.7821, 1.8813], [1.6320, -1.3219, 0.4472], [-0.8065, -1.2420, 0.1488], [-1.2224, 1.0354, -0.4488], [0.3430, 1.4408, 0.2776], [0.0275, -0.5172, -2.0557], [2.2487, 0.9094, -1.1051], [0.5829, 1.3877, -3.2728], [-2.5372, -0.3275, 2.1077], [-3.2985, -1.0217, 1.6199], [-1.8565, 0.3219, 2.5828]], "forces_ev_per_angstrom": [[0.08, -0.19, -0.11], [0.33, -0.08, -0.27], [0.00, -0.07, -0.50], [-0.34, -0.10, 0.25], [0.35, -0.13, 0.00], [-0.11, 0.26, -0.09], [0.07, -0.02, 0.05], [0.07, -0.01, 0.10], [0.02, 0.03, 0.14], [-0.11, 0.08, 0.14], [0.03, 0.09, 0.00], [-0.02, 0.08, -0.04], [0.08, 0.15, 0.10], [-0.08, 0.00, -0.02], [0.00, -0.07, 0.09], [-0.04, 0.18, 0.26], [-0.59, -0.45, -0.28], [0.25, 0.24, 0.18]]}

***

Number 1: energy -342.98760 Eh, maximum force 0.0523 Eh/bohr. Number 2: energy -342.86473 Eh, maximum force 0.0772 Eh/bohr. Number 3: energy -343.12574 Eh, maximum force 0.0469 Eh/bohr. Number 4: energy -343.07494 Eh, maximum force 0.1138 Eh/bohr. Number 5: energy -343.03211 Eh, maximum force 0.0485 Eh/bohr. Number 6: energy -343.15464 Eh, maximum force 0.0157 Eh/bohr. Number 7: energy -343.13517 Eh, maximum force 0.0553 Eh/bohr. Number 8: energy -343.15509 Eh, maximum force 0.0309 Eh/bohr. Number 9: energy -342.80922 Eh, maximum force 0.0454 Eh/bohr. Number 10: energy -418.35821 Eh, maximum force 0.0154 Eh/bohr.